# 1
{
  "formula": "C45H46AsCl4F2GeHfN3O4",
  "method": "ωB97M-V/def2-TZVPD",
  "e_above_lowest_kj_mol": 22.94,
  "energy_ha": -8608.57228,
  "total_charge": 2,
  "gap_ev": 7.987,
  "symbols": ["Hf", "Cl", "C", "C", "Cl", "C", "Cl", "C", "O", "C", "O", "C", "Cl", "F", "C", "C", "C", "C", "C", "F", "C", "C", "C", "C", "C", "C", "N", "H", "H", "H", "H", "H", "H", "C", "N", "C", "N", "O", "H", "H", "H", "H", "H", "H", "O", "As", "C", "C", "C", "C", "C", "C", "C", "C", "C", "C", "C", "C", "C", "C", "C", "C", "C", "C", "H", "H", "H", "H", "H", "H", "H", "H", "H", "H", "H", "H", "H", "H", "H", "C", "C", "C", "C", "Ge", "C", "C", "C", "C", "H", "H", "H", "H", "H", "H", "H", "H", "H", "H", "H", "H", "H", "H", "H", "H", "H", "H", "H"],
  "xyz": [[0.0577, -0.4442, 0.6115], [-0.9372, 3.2071, -5.0506], [-1.1872, 2.1746, -3.7056], [-2.4698, 1.9945, -3.1852], [-3.8227, 2.7501, -3.9117], [-2.6441, 1.1949, -2.0580], [-4.1806, 1.0115, -1.2980], [-1.5695, 0.4952, -1.5267], [-1.6787, -0.2756, -0.4422], [-0.3117, 0.5817, -2.1223], [0.6574, -0.2739, -1.5992], [-0.1061, 1.4901, -3.1451], [1.4908, 1.8011, -3.6962], [4.3898, -3.8778, -0.4398], [3.5642, -3.3506, 0.4750], [2.7465, -2.2916, 0.1052], [1.8726, -1.7110, 1.0101], [1.8756, -2.1841, 2.3500], [2.6911, -3.2763, 2.6580], [2.7151, -3.7965, 3.9007], [3.5387, -3.8806, 1.7452], [1.1303, -1.4074, 3.3767], [1.0296, -1.7512, 4.7240], [0.4924, -0.8443, 5.6204], [0.0675, 0.3937, 5.1655], [0.1182, 0.6305, 3.8080], [0.5911, -0.2494, 2.9222], [2.8419, -1.9220, -0.9094], [4.1692, -4.7055, 2.0371], [1.4013, -2.6963, 5.0739], [0.4323, -1.0970, 6.6678], [-0.3111, 1.1506, 5.8320], [-0.2373, 1.5783, 3.4142], [-1.2044, -4.5225, 2.7052], [-2.3002, -3.8593, 2.0197], [-2.2094, -2.6586, 1.4501], [-3.2756, -2.1265, 0.8427], [-1.1120, -2.0112, 1.5151], [-1.4118, -4.5968, 3.7718], [-0.2960, -3.9449, 2.5499], [-1.0678, -5.5201, 2.2912], [-3.1849, -4.3415, 1.9660], [-4.1176, -2.6620, 0.7103], [-3.1161, -1.3061, 0.2619], [0.3301, 1.5317, 0.5875], [-0.5806, 2.9303, 1.0232], [-2.2261, 2.4605, 1.8778], [-2.5700, 1.1676, 2.2588], [-3.7514, 0.9379, 2.9461], [-4.6018, 1.9931, 3.2467], [-4.2714, 3.2799, 2.8620], [-3.0844, 3.5169, 2.1825], [0.6039, 3.8349, 2.2188], [0.1400, 4.8465, 3.0569], [1.0367, 5.5141, 3.8772], [2.3821, 5.1759, 3.8555], [2.8389, 4.1690, 3.0199], [1.9526, 3.4892, 2.1978], [-0.8657, 4.0079, -0.5120], [-2.1354, 4.3918, -0.9296], [-2.2539, 5.2844, -1.9871], [-1.1215, 5.7530, -2.6318], [0.1427, 5.3391, -2.2330], [0.2790, 4.4748, -1.1609], [-1.9614, 0.2881, 2.0326], [-4.0109, -0.0695, 3.2387], [-5.5242, 1.8090, 3.7778], [-4.9344, 4.1017, 3.0846], [-2.8512, 4.5323, 1.8798], [-0.9069, 5.1218, 3.0873], [0.6844, 6.2969, 4.5310], [3.0761, 5.7015, 4.4940], [3.8871, 3.9095, 3.0085], [2.3094, 2.6914, 1.5571], [-3.0270, 3.9974, -0.4563], [-3.2329, 5.5977, -2.3154], [-1.2230, 6.4412, -3.4573], [1.0199, 5.6985, -2.7506], [1.2692, 4.1736, -0.8338], [3.9745, -3.7274, -4.8313], [3.2316, -2.5272, -5.3957], [3.6140, -1.2014, -4.7438], [3.2690, -1.1461, -3.2477], [1.3603, -1.5095, -2.9980], [0.9230, -3.3341, -2.4412], [-0.1576, -3.4903, -1.3614], [-1.5018, -3.9710, -1.9032], [-2.1543, -2.9793, -2.8549], [3.7086, -4.6389, -5.3618], [3.7613, -3.8944, -3.7754], [5.0506, -3.5924, -4.9259], [2.1458, -2.6893, -5.3145], [3.4162, -2.4561, -6.4681], [3.1142, -0.3825, -5.2633], [4.6866, -1.0382, -4.8685], [3.5045, -0.1779, -2.8086], [3.8401, -1.9007, -2.7045], [0.4265, -1.0298, -4.1093], [1.8529, -3.8163, -2.1423], [0.6058, -3.8286, -3.3634], [-0.3139, -2.5043, -0.8820], [0.2007, -4.1538, -0.5704], [-2.1762, -4.1823, -1.0678], [-1.3488, -4.9269, -2.4113], [-2.2879, -2.0074, -2.3751], [-3.1314, -3.3255, -3.1844], [-1.5539, -2.8260, -3.7517]],
  "atomic_forces_ev_per_a": [[0.8, -0.4, 0.6], [0.0, 0.0, 0.0], [-0.1, 0.0, 0.0], [0.1, 0.0, 0.0], [0.0, 0.1, 0.0], [0.0, 0.0, 0.0], [0.0, 0.0, 0.0], [-0.1, 0.0, -0.2], [-0.5, -0.1, -0.3], [-0.1, -0.1, 0.0], [0.0, 0.1, 0.0], [0.1, 0.1, -0.1], [0.1, -0.1, 0.0], [-0.1, 0.0, 0.1], [0.0, 0.0, 0.0], [0.0, 0.0, -0.1], [0.3, -0.3, 0.0], [0.1, -0.1, 0.0], [0.1, 0.1, 0.0], [0.0, 0.1, -0.1], [-0.1, 0.2, -0.1], [0.1, -0.3, -0.1], [0.1, 0.1, -0.1], [0.0, 0.1, -0.1], [0.0, -0.1, -0.1], [-0.2, 0.3, 0.0], [0.0, -0.3, -0.1], [0.0, -0.1, 0.2], [0.0, -0.1, 0.0], [0.0, 0.0, 0.0], [0.0, 0.0, 0.1], [0.0, 0.1, 0.1], [0.1, -0.2, 0.1], [0.1, 0.0, 0.1], [-0.2, 0.1, -0.1], [0.0, 0.0, 0.0], [0.0, 0.0, 0.0], [0.0, 0.3, -0.1], [0.0, 0.0, 0.0], [0.0, 0.0, 0.0], [0.0, 0.0, 0.0], [0.1, 0.0, 0.0], [0.0, 0.0, 0.0], [0.0, -0.1, 0.0], [-0.6, 0.3, 0.4], [0.4, 0.1, -0.1], [-0.1, 0.1, 0.0], [0.0, -0.3, -0.1], [0.0, 0.0, -0.1], [0.0, -0.1, 0.0], [0.1, 0.1, -0.1], [-0.1, 0.1, 0.0], [0.0, 0.0, 0.0], [0.0, 0.0, 0.0], [0.0, -0.1, -0.1], [0.0, 0.0, 0.0], [0.0, 0.0, 0.0], [0.0, -0.1, -0.1], [0.1, 0.0, 0.0], [0.0, 0.0, 0.0], [0.0, -0.1, 0.1], [0.0, 0.0, 0.0], [0.0, 0.0, 0.1], [0.0, 0.0, 0.0], [-0.2, 0.4, 0.1], [0.0, 0.0, 0.0], [0.0, 0.0, 0.0], [0.0, 0.1, 0.0], [0.0, 0.0, 0.0], [0.0, 0.0, 0.0], [0.0, 0.1, 0.0], [0.1, 0.0, 0.0], [0.1, 0.0, 0.0], [0.0, 0.0, 0.0], [0.0, 0.0, 0.0], [-0.1, 0.0, 0.0], [0.0, 0.1, -0.1], [0.0, 0.0, 0.0], [0.0, 0.0, 0.0], [0.0, -0.1, 0.0], [-0.1, 0.0, -0.1], [-0.1, 0.0, 0.1], [-0.1, 0.0, 0.0], [0.1, 0.0, 0.0], [0.0, 0.0, 0.1], [0.0, 0.3, 0.1], [0.0, -0.1, 0.0], [0.0, 0.0, 0.0], [0.0, 0.0, 0.0], [0.0, 0.0, 0.1], [0.1, 0.0, 0.0], [0.0, 0.0, 0.0], [0.0, 0.0, 0.0], [0.0, 0.0, 0.0], [0.0, 0.0, 0.0], [0.0, 0.1, 0.0], [0.0, 0.0, 0.0], [0.0, 0.1, 0.0], [0.0, 0.0, 0.0], [0.0, 0.0, 0.0], [-0.1, -0.4, 0.0], [0.0, 0.0, 0.0], [0.0, 0.0, 0.0], [0.0, 0.0, 0.0], [0.0, 0.0, 0.0], [-0.1, 0.0, 0.0], [0.0, 0.0, -0.1]],
  "lowdin_charge": [1.73, 0.74, -0.69, -0.70, 0.75, -0.61, 0.76, -0.39, -0.29, -0.37, -0.33, -0.63, 0.79, 0.09, -0.25, -0.06, -0.17, -0.15, -0.20, 0.08, 0.10, -0.20, 0.02, -0.01, -0.02, -0.12, 0.00, 0.05, 0.15, 0.11, 0.13, 0.12, 0.08, -0.02, 0.06, -0.53, 0.23, -0.14, 0.10, 0.07, 0.10, 0.16, 0.13, 0.07, -0.52, 1.33, -0.30, -0.12, -0.05, -0.04, -0.04, -0.10, -0.32, -0.08, -0.05, -0.05, -0.05, -0.09, -0.30, -0.10, -0.07, -0.06, -0.06, -0.08, 0.06, 0.11, 0.12, 0.12, 0.11, 0.10, 0.12, 0.12, 0.12, 0.10, 0.10, 0.12, 0.12, 0.12, 0.11, -0.09, -0.28, -0.28, -0.30, 1.02, -0.27, -0.27, -0.24, -0.08, 0.08, 0.05, 0.09, 0.08, 0.12, 0.09, 0.12, 0.06, 0.06, 0.04, 0.06, 0.08, 0.04, 0.12, 0.09, 0.12, 0.06, 0.08, 0.07]
}

# 2
{
  "formula": "C45H46AsN5O5PRbS4",
  "method": "ωB97M-V/def2-TZVPD",
  "e_above_lowest_kj_mol": 165.10,
  "energy_ha": -6586.29526,
  "total_charge": -2,
  "gap_ev": 4.010,
  "symbols": ["Rb", "C", "C", "N", "N", "C", "S", "N", "N", "H", "H", "H", "H", "H", "H", "O", "C", "C", "C", "C", "C", "C", "C", "P", "C", "C", "C", "C", "C", "C", "C", "C", "C", "C", "C", "C", "H", "H", "H", "H", "H", "H", "H", "H", "H", "H", "H", "H", "H", "H", "S", "C", "S", "S", "N", "C", "C", "O", "O", "H", "H", "H", "H", "H", "O", "As", "C", "C", "C", "C", "C", "C", "C", "C", "C", "C", "C", "C", "C", "C", "C", "C", "C", "C", "H", "H", "H", "H", "H", "H", "H", "H", "H", "H", "H", "H", "H", "H", "H", "C", "C", "O", "H", "H", "H", "H", "H", "H"],
  "xyz": [[-0.5048, 0.2370, -0.4103], [4.6019, 0.3662, -3.5752], [4.7530, 0.1650, -2.1144], [5.8640, 0.2646, -1.4566], [5.4963, 0.0333, -0.1624], [4.1714, -0.1782, 0.0051], [3.3627, -0.4038, 1.4402], [3.7074, -0.1229, -1.2765], [2.3706, -0.2408, -1.6111], [5.5859, 0.3627, -4.0359], [4.1250, 1.3282, -3.7751], [3.9925, -0.4229, -4.0188], [6.1589, 0.1189, 0.5839], [2.2229, -0.0433, -2.5926], [2.0348, -1.1855, -1.4049], [-1.0939, 1.0765, 2.1212], [-0.8559, 2.2252, 1.8325], [-0.1393, 3.3694, 1.9696], [-0.5045, 4.2825, 3.0455], [-0.1658, 5.5996, 3.0033], [0.5921, 6.1405, 1.9439], [1.0679, 5.2703, 0.9750], [0.7511, 3.9186, 0.9462], [1.4850, 2.7608, -0.2416], [0.5393, 3.1292, -1.7853], [-0.7680, 3.6070, -1.7192], [-1.5048, 3.8078, -2.8772], [-0.9422, 3.5469, -4.1159], [0.3521, 3.0554, -4.1957], [1.0794, 2.8327, -3.0372], [3.0852, 3.5650, -0.6745], [4.2253, 3.1075, -0.0110], [5.4762, 3.6417, -0.2775], [5.6133, 4.6573, -1.2134], [4.4873, 5.1341, -1.8711], [3.2374, 4.5945, -1.6072], [-1.0583, 3.8785, 3.8861], [-0.4562, 6.2424, 3.8290], [0.8366, 7.1947, 1.9140], [1.7318, 5.6556, 0.2110], [-1.2070, 3.8170, -0.7491], [-2.5328, 4.1388, -2.8126], [-1.5281, 3.6883, -5.0143], [0.7832, 2.8166, -5.1611], [2.0926, 2.4483, -3.1014], [4.1134, 2.3199, 0.7283], [6.3523, 3.2601, 0.2343], [6.5902, 5.0723, -1.4316], [4.5856, 5.9318, -2.5987], [2.3696, 4.9718, -2.1313], [-5.1454, 0.5731, -3.1831], [-3.7055, -0.1823, -2.7039], [-2.1832, 0.4412, -3.1640], [-3.7691, -1.6250, -1.7623], [-0.9717, -3.9474, -1.3750], [-1.3149, -4.0332, -2.7968], [-0.0727, -3.7745, -3.6448], [0.0014, -3.9879, -4.8302], [0.9680, -3.3042, -2.9465], [-1.3550, -3.1073, -0.9286], [0.6988, -3.3883, -1.9978], [-1.3232, -4.7272, -0.8372], [-2.0689, -3.2809, -3.0630], [-1.7074, -5.0112, -3.0756], [-0.8131, -1.6745, 0.9770], [-2.2503, -1.5907, 1.7426], [-3.6588, -0.3373, 1.3138], [-3.5626, 0.6594, 0.3493], [-4.6452, 1.4804, 0.0906], [-5.8325, 1.3038, 0.7892], [-5.9313, 0.3164, 1.7549], [-4.8437, -0.5048, 2.0172], [-3.0413, -3.3667, 1.6106], [-2.3536, -4.4033, 2.2410], [-2.7384, -5.7203, 2.0457], [-3.8079, -6.0100, 1.2059], [-4.4889, -4.9813, 0.5716], [-4.1095, -3.6604, 0.7725], [-1.9782, -1.5153, 3.6715], [-2.9201, -2.0471, 4.5487], [-2.6960, -2.0277, 5.9166], [-1.5192, -1.4887, 6.4182], [-0.5662, -0.9802, 5.5471], [-0.7924, -0.9974, 4.1785], [-2.6538, 0.7835, -0.2217], [-4.5691, 2.2322, -0.6807], [-6.6862, 1.9268, 0.5545], [-6.8527, 0.1786, 2.3086], [-4.9266, -1.2900, 2.7585], [-1.5027, -4.1693, 2.8712], [-2.1985, -6.5224, 2.5350], [-4.0979, -7.0407, 1.0373], [-5.3075, -5.2021, -0.1023], [-4.6207, -2.8582, 0.2479], [-3.8225, -2.5030, 4.1614], [-3.4365, -2.4419, 6.5905], [-1.3427, -1.4790, 7.4873], [0.3561, -0.5674, 5.9371], [-0.0564, -0.6071, 3.4876], [4.2216, -3.9151, -0.7810], [2.7116, -4.1296, -0.8067], [1.9600, -2.9477, -0.5793], [4.7399, -4.8737, -0.8586], [4.5150, -3.4288, 0.1491], [4.5331, -3.2831, -1.6160], [2.4347, -4.8973, -0.0754], [2.4072, -4.4793, -1.7938], [2.0597, -2.6217, 0.3272]],
  "atomic_forces_ev_per_a": [[1.2, 0.8, -2.0], [-0.1, 0.0, 0.0], [0.0, -0.1, -0.2], [0.1, 0.1, 0.1], [-0.1, 0.0, -0.2], [0.2, 0.1, 0.0], [-0.2, -0.3, 0.1], [0.1, 0.0, 0.1], [-0.7, -0.1, 0.0], [0.0, 0.0, 0.0], [0.0, 0.0, 0.0], [0.0, 0.0, 0.0], [0.0, 0.0, 0.1], [0.1, 0.1, 0.0], [0.4, -0.1, -0.1], [0.5, 0.2, 0.5], [-0.8, -0.1, -0.2], [0.2, 0.6, -0.1], [0.0, -0.2, 0.1], [0.0, 0.0, -0.1], [0.0, 0.2, -0.1], [-0.2, -0.1, 0.1], [0.4, -0.2, 0.2], [-0.1, 0.8, -0.1], [0.1, 0.0, 0.1], [0.1, 0.1, 0.1], [0.0, 0.0, 0.0], [0.0, 0.1, 0.0], [0.0, 0.0, 0.0], [-0.1, -0.1, 0.0], [0.1, 0.0, 0.1], [-0.1, 0.0, 0.1], [0.1, 0.1, 0.0], [0.0, 0.0, 0.0], [0.1, 0.0, 0.0], [0.0, -0.1, 0.1], [0.0, 0.0, 0.0], [0.0, 0.0, 0.0], [0.0, 0.0, 0.0], [0.0, 0.0, 0.0], [0.0, 0.0, 0.0], [0.0, 0.0, 0.0], [0.0, -0.1, 0.0], [0.0, 0.0, 0.0], [0.0, 0.0, 0.0], [0.0, 0.1, 0.0], [0.0, 0.0, 0.0], [0.0, 0.0, 0.0], [0.0, 0.0, 0.0], [0.0, 0.0, 0.0], [-0.2, 0.2, 0.0], [-0.2, -0.2, -0.2], [0.4, 0.2, -0.2], [0.1, -0.4, 0.2], [-0.1, 0.1, 0.1], [0.1, 0.3, 0.2], [-0.1, -0.2, -0.1], [-0.1, 0.1, 0.0], [-0.2, 0.0, -0.4], [0.0, -0.1, -0.4], [-0.2, 0.2, 0.1], [0.0, -0.1, -0.1], [0.0, 0.0, 0.0], [0.0, 0.0, 0.0], [0.4, -1.1, 0.6], [-1.3, -0.7, 0.9], [0.0, 0.1, 0.1], [0.2, -0.1, 0.1], [0.0, 0.0, 0.1], [0.0, 0.0, 0.0], [-0.1, 0.1, 0.0], [0.2, -0.1, 0.0], [0.1, 0.0, -0.1], [0.0, 0.1, 0.0], [0.0, 0.0, 0.0], [0.0, 0.0, 0.0], [0.0, -0.1, 0.0], [-0.1, 0.2, 0.1], [0.1, 0.0, 0.1], [0.0, 0.0, -0.1], [0.0, 0.0, 0.1], [0.0, 0.0, 0.0], [0.0, 0.0, 0.1], [0.1, 0.0, -0.2], [-0.9, 0.2, 0.0], [0.0, 0.0, -0.1], [0.0, 0.0, 0.0], [0.0, 0.0, 0.0], [-0.1, 0.0, 0.0], [0.0, -0.1, 0.0], [0.0, 0.0, 0.0], [0.0, 0.0, 0.0], [0.0, 0.0, 0.0], [0.0, 0.0, 0.0], [0.0, 0.0, 0.0], [0.0, 0.0, 0.0], [0.0, 0.0, 0.0], [0.0, 0.0, 0.0], [0.0, 0.0, 0.0], [-0.3, 0.2, 0.0], [0.3, -0.3, 0.1], [0.3, 0.2, 0.1], [0.0, 0.0, 0.0], [0.1, 0.0, 0.1], [0.0, 0.0, 0.0], [0.0, 0.0, 0.0], [0.1, -0.1, 0.2], [0.0, -0.1, 0.0]],
  "lowdin_charge": [0.73, 0.01, -0.35, 0.11, 0.01, -0.86, 0.60, -0.07, 0.11, 0.08, 0.08, 0.09, 0.14, 0.10, 0.06, -0.11, -0.23, -0.25, -0.08, -0.15, -0.16, -0.13, -0.36, 1.03, -0.41, -0.10, -0.10, -0.12, -0.10, -0.14, -0.35, -0.11, -0.10, -0.11, -0.09, -0.10, 0.10, 0.09, 0.07, 0.09, 0.11, 0.11, 0.10, 0.10, 0.08, 0.07, 0.09, 0.09, 0.10, 0.11, 0.27, -1.89, 0.29, 0.42, 0.03, -0.16, -0.52, 0.07, 0.04, 0.03, 0.05, 0.07, 0.07, 0.12, -0.70, 1.16, -0.32, -0.19, -0.08, -0.08, -0.09, -0.11, -0.29, -0.11, -0.10, -0.11, -0.08, -0.12, -0.27, -0.11, -0.10, -0.10, -0.08, -0.08, -0.03, 0.09, 0.10, 0.09, 0.08, 0.11, 0.09, 0.09, 0.10, 0.03, 0.09, 0.09, 0.09, 0.10, 0.10, -0.07, -0.29, -0.14, 0.07, 0.06, 0.07, 0.12, 0.10, 0.06]
}